{
  "formula": "C31H22F5IrN5O3SSe",
  "method": "wB97M-V/def2-TZVPD",
  "elements": ["Ir", "Se", "S", "F", "F", "F", "F", "F", "O", "O", "O", "N", "N", "N", "N", "N", "C", "C", "C", "C", "C", "C", "C", "C", "C", "C", "C", "C", "C", "C", "C", "C", "C", "C", "C", "C", "C", "C", "C", "C", "C", "C", "C", "C", "C", "C", "C", "H", "H", "H", "H", "H", "H", "H", "H", "H", "H", "H", "H", "H", "H", "H", "H", "H", "H", "H", "H", "H", "H"],
  "xyz": [[0.1132, -0.0896, 0.2520], [1.1521, 1.9755, -0.5474], [0.0645, -0.5135, -2.9725], [2.2038, 5.9243, 2.7705], [4.0372, 2.6353, -1.1320], [4.6495, 6.3392, 1.6712], [0.6612, 3.8792, 1.9000], [5.5735, 4.6770, -0.2659], [0.2306, -1.9454, -3.0331], [1.2673, 0.2570, -2.9590], [-2.9444, 0.8168, -1.2398], [-0.9988, -2.1384, 0.7041], [-0.8867, -0.1256, -1.6490], [-1.7679, 0.4068, 1.3124], [1.5506, -1.6941, -0.1923], [0.6641, -0.6974, 2.3857], [-2.4036, -1.7831, 0.4861], [-4.3657, 1.0828, 1.9472], [0.1408, -1.8085, 2.8947], [1.0164, -2.8899, -0.4691], [-2.1986, 0.3870, -6.2445], [1.7632, -0.2650, 4.4604], [0.4004, -2.2033, 4.2005], [2.8628, -1.4998, -0.3654], [-2.0803, 0.4507, -2.0109], [-4.0660, -0.1725, 1.4485], [-1.1056, 0.0343, -4.1769], [3.5705, 3.4424, -0.1811], [-2.2083, 0.5174, -3.4951], [-0.7563, -2.6649, 2.0466], [-0.4715, -3.0138, -0.3461], [3.8990, 5.3300, 1.2507], [3.6995, -2.4984, -0.8183], [1.8688, 4.0741, 1.3519], [1.2220, -1.4269, 4.9955], [2.6492, 5.1175, 1.8078], [2.2995, 3.2232, 0.3431], [-2.7551, -0.4756, 1.1311], [-3.3053, 0.8934, -5.5694], [-3.3368, 1.9937, 2.1372], [-2.0528, 1.6187, 1.8037], [1.7967, -3.9417, -0.9106], [1.4607, 0.0591, 3.1568], [3.1549, -3.7435, -1.0980], [-3.3180, 0.9723, -4.1836], [-1.0717, -0.0401, -5.5541], [4.3674, 4.4831, 0.2601], [-4.8398, -0.9065, 1.2689], [1.4382, -1.7204, 6.0137], [3.7782, -4.5500, -1.4598], [-1.2191, 2.2988, 1.9225], [-1.7025, -2.7868, 2.5797], [-0.3052, -3.6584, 1.9846], [-3.5285, 2.9849, 2.5209], [1.3358, -4.8972, -1.1195], [-0.7660, -4.0573, -0.1948], [-2.5662, -1.6443, -0.5828], [-5.3891, 1.3482, 2.1755], [-4.1661, 1.2320, -6.1301], [-4.1644, 1.3655, -3.6370], [3.2380, -0.5115, -0.1340], [-0.0453, -3.1128, 4.5814], [2.4093, 0.3726, 5.0458], [-2.2175, 0.3106, -7.3232], [-0.8668, -2.6901, -1.3086], [-3.0793, -2.5762, 0.8225], [-0.1998, -0.4133, -6.0740], [4.7530, -2.3030, -0.9526], [1.8572, 0.9551, 2.6972]],
  "homo_lumo_gap_ev": 6.7135,
  "charge": 1,
  "e_lumo_ev": -3.3,
  "homo_energy_ev": -10.0
}